# 1
Formula: H26O13Xe
Source: OMol25
Level of theory: the ωB97M-V functional and the def2-TZVPD basis

Structure (ORCA input):
```
! wB97M-V def2-TZVPD RIJCOSX def2/J DEFGRID3
* xyz 0 1
Xe -13.427 0.496 -0.123
O -14.596 -2.937 1.711
H -13.642 -2.886 1.644
H -14.841 -2.170 2.229
O -12.777 0.334 3.784
H -12.189 -0.357 3.479
H -12.490 0.516 4.679
O -10.372 -1.588 -0.378
H -10.304 -0.636 -0.301
H -9.674 -1.924 0.184
O -14.300 2.700 3.263
H -13.767 1.905 3.273
H -13.698 3.396 3.528
O -13.825 -1.589 -3.110
H -13.883 -1.982 -3.981
H -13.912 -0.649 -3.265
O -11.735 -3.133 1.326
H -11.072 -3.811 1.456
H -11.517 -2.744 0.479
O -13.972 4.170 0.852
H -14.004 5.076 1.161
H -14.088 3.643 1.642
O -15.595 -0.353 3.305
H -14.677 -0.277 3.566
H -16.087 -0.036 4.063
O -14.379 1.312 -3.927
H -15.298 1.455 -3.700
H -13.896 1.918 -3.366
O -16.994 2.129 0.241
H -16.356 2.429 -0.406
H -17.195 1.230 -0.019
O -12.253 2.756 -2.937
H -12.114 2.793 -1.991
H -11.559 2.179 -3.259
O -9.746 1.098 -0.199
H -8.937 1.468 0.154
H -10.316 1.855 -0.336
O -11.470 3.647 -0.375
H -11.162 4.438 -0.817
H -12.366 3.855 -0.108
*
```

Results
F_max: 0.02338 hartree/bohr
LUMO energy: -0.18 eV
HOMO: -10.047 eV

Results of the Mulliken charge analysis, in e, for atoms 1 through 8:
1. Xe 0.017
2. O -0.614
3. H 0.328
4. H 0.327
5. O -0.638
6. H 0.267
7. H 0.283
8. O -0.626

---

# 2
Formula: H27O13
Source: OMol25
Level of theory: the ωB97M-V functional and the def2-TZVPD basis

Structure (ORCA input):
```
! wB97M-V def2-TZVPD RIJCOSX def2/J DEFGRID3
* xyz 1 1
O -0.960 -2.860 -1.410
H 0.137 2.405 -3.641
H -2.229 3.870 0.047
O 0.900 2.092 -0.256
H 1.512 1.949 -3.244
H -2.784 -0.783 2.204
O 1.942 -0.045 -3.472
H 0.875 1.944 -1.260
O -2.204 -1.139 2.783
H -2.777 3.108 1.053
H -1.833 -0.564 3.512
O -2.359 3.978 0.957
H -1.691 -2.389 -1.058
H 1.133 -1.057 -0.441
O 1.572 -1.743 -0.843
H 0.923 3.027 0.060
H 1.008 -2.347 -1.378
O 0.056 -1.188 1.686
H 0.939 1.684 1.074
H -0.588 -1.386 2.231
O -1.362 -0.076 -2.331
H -0.812 -0.815 -2.710
H -0.281 -1.360 0.782
O 1.380 -3.100 2.555
H -2.647 -0.635 0.295
H 1.451 -2.256 2.158
O 2.697 0.333 0.736
H 3.034 -0.461 0.239
H 3.473 0.821 0.696
O 0.819 2.525 -2.888
H -0.889 0.563 -3.002
H -0.748 -3.781 -1.173
O -3.360 -0.059 0.532
H 0.967 -2.772 3.290
H 1.010 0.273 2.107
O 0.928 1.394 2.258
H 1.802 -0.751 -2.918
H -0.079 1.328 2.365
H -4.155 -0.217 0.028
H 2.866 -0.292 -3.767
*
```

Results
F_max: 0.16830 hartree/bohr
LUMO energy: -3.30 eV
HOMO: -13.609 eV

Results of the Mulliken charge analysis, in e, for atoms 1 through 8:
1. O -0.628
2. H 0.321
3. H 0.303
4. O -0.542
5. H 0.329
6. H 0.346
7. O -0.585
8. H 0.415

---

# 3
Formula: H27O13
Source: OMol25
Level of theory: the ωB97M-V functional and the def2-TZVPD basis

Structure (ORCA input):
```
! wB97M-V def2-TZVPD RIJCOSX def2/J DEFGRID3
* xyz 1 1
O -2.465 0.643 0.231
H 3.188 0.436 -2.878
H 0.278 3.436 -0.372
O -0.390 1.712 -1.991
H 2.240 1.712 -2.905
H -1.551 -2.264 3.421
O 3.739 -0.149 -0.716
H -0.195 1.512 -2.920
O -1.904 -1.531 3.939
H 1.640 4.221 -0.002
H -1.288 -1.477 4.678
O 0.682 4.237 -0.023
H -3.137 1.129 0.738
H -1.274 -1.179 -1.940
O -0.585 -1.810 -1.680
H -1.149 0.720 0.938
H -0.077 -1.347 -0.998
O -0.569 0.393 1.811
H 2.030 0.408 0.037
H -0.539 -0.652 1.658
O -1.925 -0.414 -3.431
H -2.683 0.036 -3.806
H 0.271 0.719 1.410
O -0.001 -1.967 1.062
H -3.449 -0.741 3.041
H -0.568 -2.418 0.468
O 2.394 -1.894 1.888
H 3.085 -2.404 1.491
H 1.786 -2.498 2.307
O 2.726 1.076 -3.423
H -1.554 -1.102 -3.936
H -2.864 -0.226 0.397
O -3.348 0.054 2.524
H 0.925 -1.700 0.869
H 1.025 1.025 -0.697
O 1.132 0.135 -0.291
H 3.968 0.580 -1.292
H -1.341 1.633 -2.110
H -2.685 0.641 2.885
H 4.431 -0.686 -0.384
*
```

Results
F_max: 0.06441 hartree/bohr
LUMO energy: -2.99 eV
HOMO: -14.073 eV

Results of the Mulliken charge analysis, in e, for atoms 1 through 8:
1. O -0.676
2. H 0.313
3. H 0.323
4. O -0.503
5. H 0.292
6. H 0.306
7. O -0.574
8. H 0.286

---

# 4
Formula: H27O14
Source: OMol25
Level of theory: the ωB97M-V functional and the def2-TZVPD basis

Structure (ORCA input):
```
! wB97M-V def2-TZVPD RIJCOSX def2/J DEFGRID3
* xyz -1 1
O 0.705 -2.684 -3.574
H -2.595 1.344 0.165
O -2.539 1.721 3.887
H -0.688 2.910 -0.358
H -1.416 0.214 2.367
O 0.821 -1.218 2.016
H -1.900 -0.341 0.849
H 5.416 0.572 -0.497
O 4.913 -0.001 -0.072
H 1.855 1.303 0.652
H 3.947 0.064 -0.316
O 2.659 0.803 0.805
H 0.305 -1.871 -3.949
H -1.991 1.524 2.987
O -0.600 2.148 0.169
H -0.850 -0.220 -0.335
H 2.103 -2.943 2.940
O -0.417 -1.076 -0.485
H 2.200 -0.691 -0.339
H -1.023 1.263 -0.345
O -1.747 -0.602 1.865
H 0.818 -0.348 1.614
H -1.539 0.517 -2.391
O 2.686 -1.103 -1.111
H 2.646 -1.937 -0.779
H -0.056 -1.610 2.035
O -1.199 4.712 -1.662
H -1.814 4.536 -2.368
H -0.273 4.782 -2.115
O 2.559 -2.244 3.386
H -0.504 -1.348 -1.316
H 1.075 -2.078 -2.838
O -2.411 0.585 -0.479
H -4.500 -1.130 -1.564
H 2.335 -1.378 3.043
O -1.403 0.498 -3.294
H 2.412 0.108 1.468
H -2.232 0.151 -3.413
O -3.791 -1.900 -1.301
H -2.426 0.800 4.365
H -3.197 -1.300 -0.754
*
```

Results
F_max: 0.12606 hartree/bohr
LUMO energy: 2.50 eV
HOMO: -6.824 eV

Results of the Mulliken charge analysis, in e, for atoms 1 through 8:
1. O -0.650
2. H 0.167
3. O -0.655
4. H 0.262
5. H -0.017
6. O -0.601
7. H 0.484
8. H 0.232